C29H41N5O3PScSi2Te | the ωB97M-V functional and the def2-TZVPD basis

ORCA input file:
```
! wB97M-V def2-TZVPD RIJCOSX def2/J DEFGRID3
* xyz 0 1
Sc -0.463 -0.155 -0.701
C -1.091 3.562 -3.009
C -2.457 3.826 -3.094
C -3.325 3.031 -2.391
C -2.840 1.960 -1.620
N -1.528 1.661 -1.599
C -0.689 2.483 -2.265
N -3.782 1.347 -0.826
C -3.583 0.272 -0.148
N -2.536 -0.622 -0.174
C -2.798 -1.596 0.772
N -2.156 -2.669 1.077
C -1.081 -3.154 0.360
C -0.734 -4.482 0.653
C 0.250 -5.114 -0.067
C 0.885 -4.409 -1.085
C 0.524 -3.100 -1.288
N -0.422 -2.452 -0.583
C -4.054 -1.267 1.483
C -4.701 -1.888 2.536
C -5.889 -1.314 2.969
C -6.405 -0.167 2.360
C -5.746 0.444 1.300
C -4.563 -0.137 0.882
H -0.353 4.164 -3.517
H -2.828 4.655 -3.682
H -4.389 3.210 -2.374
H 0.363 2.258 -2.190
H -1.285 -4.976 1.439
H 0.513 -6.141 0.150
H 1.653 -4.855 -1.700
H 0.987 -2.520 -2.069
H -4.287 -2.774 2.999
H -6.429 -1.757 3.796
H -7.333 0.250 2.728
H -6.128 1.335 0.821
C 0.851 2.796 3.013
Si -0.526 1.691 2.349
C -1.553 1.099 3.814
C -1.630 2.906 1.423
C 0.074 0.176 1.415
Si 1.770 -0.389 1.921
C 3.128 0.859 1.519
C 2.341 -1.973 1.069
C 1.842 -0.810 3.761
H 0.380 3.646 3.516
H 1.491 3.196 2.227
H 1.487 2.293 3.742
H -1.940 1.937 4.399
H -0.966 0.461 4.480
H -2.412 0.513 3.471
H -1.825 3.739 2.106
H -2.597 2.486 1.143
H -1.166 3.325 0.527
H -0.599 -0.588 1.850
H 2.945 1.326 0.549
H 4.078 0.319 1.451
H 3.249 1.647 2.259
H 2.526 -1.816 0.006
H 1.659 -2.820 1.192
H 3.291 -2.253 1.537
H 1.584 0.038 4.396
H 2.840 -1.152 4.050
H 1.136 -1.614 3.987
C 4.583 2.348 -3.481
C 3.379 2.234 -2.581
O 2.303 1.555 -3.287
P 1.850 0.106 -2.833
O 1.489 0.144 -1.339
Te -0.015 -0.652 -4.014
O 3.221 -0.679 -3.020
C 3.378 -2.109 -3.017
C 4.732 -2.421 -3.601
H 5.369 2.917 -2.983
H 4.321 2.865 -4.404
H 4.969 1.360 -3.729
H 2.980 3.212 -2.309
H 3.603 1.693 -1.661
H 2.573 -2.541 -3.618
H 3.291 -2.462 -1.988
H 4.802 -2.043 -4.621
H 4.889 -3.500 -3.623
H 5.524 -1.971 -3.002
*
```

calculated total energy = -3578.60436 Ha
energy relative to the best compared isomer or geometry (same formula, charge and spin) = 0.000 eV
M = 767.4 g mol⁻¹
HOMO level = -7.82 eV
LUMO = -0.804 eV

Results of the Mulliken charge analysis, in e, for atoms 1 through 5: -0.81 -0.97 -0.57 -0.58 0.02



C29H42As2HfN | the ωB97M-V functional and the def2-TZVPD basis

ORCA input file:
```
! wB97M-V def2-TZVPD RIJCOSX def2/J DEFGRID3
* xyz 3 1
Hf -0.415 0.327 -0.277
C 1.482 2.281 -4.444
C 1.513 1.529 -3.106
C 2.244 2.338 -2.037
C 0.092 1.202 -2.699
C -0.483 -0.055 -2.955
C -1.834 -0.306 -2.696
C -2.684 0.700 -2.206
C -4.172 0.541 -2.210
C -2.085 1.913 -1.834
C -0.734 2.164 -2.088
H 2.500 2.489 -4.771
H 0.961 3.235 -4.339
H 0.989 1.702 -5.224
H 2.034 0.579 -3.259
H 1.852 3.353 -1.952
H 3.301 2.425 -2.285
H 2.182 1.865 -1.047
H 0.127 -0.833 -3.400
H -2.250 -1.276 -2.944
H -4.487 -0.501 -2.229
H -4.545 0.999 -3.131
H -4.657 1.063 -1.386
H -2.681 2.693 -1.374
H -0.327 3.128 -1.809
C -3.048 -1.428 0.495
N -2.119 -0.383 1.006
C -1.474 -0.938 2.240
C -2.898 0.841 1.398
C -1.959 1.982 1.698
C -2.346 2.996 2.565
C -1.511 4.086 2.767
C -0.284 4.159 2.116
C 0.119 3.122 1.291
C -0.696 2.000 1.072
H -3.757 -1.699 1.280
H -2.486 -2.316 0.214
H -3.603 -1.055 -0.359
H -2.252 -1.134 2.981
H -0.779 -0.213 2.660
H -0.960 -1.870 2.011
H -3.538 0.587 2.247
H -3.558 1.084 0.561
H -3.300 2.947 3.076
H -1.816 4.879 3.437
H 0.359 5.015 2.271
H 1.095 3.192 0.816
C -0.527 -3.900 -1.194
As 0.534 -2.400 -0.587
C 2.011 -2.382 -1.862
C 1.329 -2.942 1.077
C 1.345 -4.273 1.474
C 1.948 -4.630 2.675
C 2.538 -3.661 3.470
C 2.526 -2.328 3.076
C 1.917 -1.959 1.883
As 1.920 -0.107 1.320
C 3.702 0.182 0.608
C 1.972 0.918 2.959
H -1.280 -4.172 -0.457
H 0.130 -4.752 -1.367
H -1.011 -3.640 -2.134
H 2.737 -3.136 -1.563
H 2.496 -1.408 -1.897
H 1.632 -2.632 -2.852
H 0.897 -5.044 0.861
H 1.956 -5.666 2.984
H 3.010 -3.939 4.403
H 2.999 -1.594 3.715
H 4.412 -0.174 1.355
H 3.864 1.245 0.442
H 3.856 -0.372 -0.315
H 2.810 0.577 3.563
H 1.044 0.812 3.515
H 2.121 1.966 2.708
*
```

calculated total energy = -5703.63322 Ha
energy relative to the best compared isomer or geometry (same formula, charge and spin) = 0.000 eV
M = 733.0 g mol⁻¹
HOMO level = -17.30 eV
LUMO = -10.319 eV

Results of the Mulliken charge analysis, in e, for atoms 1 through 5: 0.52 -1.54 -0.02 -1.07 0.71



C29H42BIrN6O2S3 | the ωB97M-V functional and the def2-TZVPD basis

ORCA input file:
```
! wB97M-V def2-TZVPD RIJCOSX def2/J DEFGRID3
* xyz 2 1
Ir 2.904 2.398 0.188
C 0.675 1.520 4.819
C 0.673 0.634 3.616
C 0.321 -0.690 3.638
C 0.361 -1.481 2.465
N 0.702 -0.948 1.313
N 1.025 0.338 1.297
B 1.213 1.027 -0.074
N -0.100 1.790 -0.387
N -1.246 1.251 0.035
C -2.359 1.809 -0.367
C -2.337 2.926 -1.244
C -1.162 3.480 -1.663
C -1.057 4.671 -2.558
C 0.001 2.859 -1.155
S 1.604 3.440 -1.414
C -3.670 1.241 0.143
C -3.426 0.009 1.012
C -4.550 0.851 -1.053
C -4.371 2.327 0.973
N 1.431 -0.031 -1.187
N 0.368 -0.571 -1.767
C 0.571 -1.571 -2.596
C 1.880 -2.053 -2.844
C 2.976 -1.483 -2.253
C 4.386 -1.923 -2.474
C 2.678 -0.406 -1.399
S 3.851 0.511 -0.489
C -0.635 -2.202 -3.261
C -1.923 -1.515 -2.811
C -0.482 -2.067 -4.783
C -0.684 -3.686 -2.867
C 1.073 1.131 2.359
S 1.635 2.756 2.094
C 0.014 -2.962 2.422
C 1.200 -3.721 1.810
C -1.225 -3.133 1.532
C -0.278 -3.514 3.816
H 0.359 0.975 5.704
H 0.003 2.369 4.677
H 1.676 1.922 4.993
H 0.022 -1.144 4.573
H -3.275 3.355 -1.572
H -2.041 5.015 -2.868
H -0.474 4.433 -3.450
H -0.547 5.489 -2.045
H -2.911 -0.774 0.454
H -4.384 -0.383 1.354
H -2.822 0.250 1.889
H -4.072 0.085 -1.665
H -4.786 1.705 -1.690
H -5.496 0.450 -0.687
H -3.760 2.629 1.826
H -5.315 1.938 1.354
H -4.599 3.216 0.382
H 2.012 -2.887 -3.522
H 4.425 -2.778 -3.145
H 4.856 -2.203 -1.529
H 4.978 -1.116 -2.910
H -1.931 -0.460 -3.089
H -2.054 -1.583 -1.730
H -2.772 -2.002 -3.293
H -0.430 -1.020 -5.084
H -1.346 -2.517 -5.273
H 0.407 -2.578 -5.157
H -0.779 -3.805 -1.785
H 0.202 -4.232 -3.197
H -1.548 -4.156 -3.335
H 1.402 -3.377 0.794
H 0.968 -4.785 1.773
H 2.105 -3.594 2.407
H -1.042 -2.731 0.533
H -2.091 -2.623 1.957
H -1.468 -4.193 1.443
H 0.579 -3.414 4.485
H -0.505 -4.577 3.738
H -1.144 -3.034 4.276
C 5.542 4.518 2.267
C 4.545 3.732 1.512
O 3.632 4.285 0.812
O 4.531 2.448 1.523
H 5.755 5.449 1.746
H 6.446 3.935 2.421
H 5.111 4.762 3.241
*
```

calculated total energy = -2932.66021 Ha
M = 805.9 g mol⁻¹
HOMO level = -14.38 eV
LUMO = -7.836 eV

Results of the Mulliken charge analysis, in e, for atoms 1 through 5: 0.92 -2.00 0.61 -0.31 -0.24



C29H42BrN15O6PTi | the ωB97M-V functional and the def2-TZVPD basis

ORCA input file:
```
! wB97M-V def2-TZVPD RIJCOSX def2/J DEFGRID3
* xyz 1 1
Ti 0.383 0.250 -0.188
N 0.690 -3.790 -2.938
C -0.378 -3.340 -2.003
C -1.769 -3.349 -2.618
C -2.739 -2.603 -1.686
N -2.459 -1.162 -1.696
C -2.636 -3.131 -0.256
C -1.211 -3.277 0.281
N -0.538 -1.973 0.602
C -0.376 -4.100 -0.694
H 0.771 -3.023 -3.675
H 0.526 -4.710 -3.340
H 1.601 -3.779 -2.448
H -0.113 -2.314 -1.790
H -2.123 -4.380 -2.727
H -1.773 -2.890 -3.609
H -3.756 -2.802 -2.045
H -3.135 -0.687 -1.106
H -2.599 -0.796 -2.632
H -3.081 -4.128 -0.228
H -3.235 -2.503 0.411
H -1.276 -3.835 1.222
H 0.411 -2.236 0.870
H -0.953 -1.663 1.471
H -0.840 -5.086 -0.806
H 0.635 -4.233 -0.312
O -0.049 1.645 -1.176
C -0.364 2.947 -1.110
C 0.153 3.842 -2.035
C -0.222 5.169 -1.960
C -1.114 5.600 -0.980
C -1.633 4.698 -0.073
C -1.260 3.355 -0.129
C -1.785 2.342 0.771
N -1.425 1.054 0.865
C -2.232 0.503 1.850
C -3.075 1.441 2.332
N -2.778 2.592 1.648
H 0.843 3.483 -2.786
H 0.184 5.877 -2.669
H -1.402 6.640 -0.929
H -2.317 5.056 0.686
H -2.170 -0.523 2.156
H -3.841 1.393 3.086
H -3.233 3.482 1.763
N 3.583 0.838 -1.124
C 2.997 1.781 -0.320
N 3.456 2.983 -0.054
N 2.556 3.507 0.804
N 1.608 2.681 1.044
N 1.864 1.537 0.350
C 3.181 -0.467 -1.043
N 3.787 -1.486 -1.610
N 3.060 -2.551 -1.225
N 2.084 -2.201 -0.477
N 2.110 -0.857 -0.328
H 4.443 1.057 -1.600
C -0.673 1.708 4.968
C 0.212 2.149 3.823
O 1.219 1.153 3.551
P 1.076 -0.026 2.492
O 2.540 -0.635 2.600
C 3.766 0.128 2.491
C 4.707 -0.327 3.579
O 0.231 -1.178 3.221
C 0.654 -1.780 4.474
C -0.479 -2.634 4.984
H -1.407 2.486 5.186
H -0.079 1.543 5.867
H -1.205 0.787 4.728
H 0.766 3.049 4.082
H -0.345 2.358 2.911
H 3.544 1.192 2.581
H 4.183 -0.068 1.503
H 4.304 -0.086 4.562
H 5.668 0.176 3.464
H 4.871 -1.402 3.519
H 0.904 -0.982 5.175
H 1.552 -2.365 4.281
H -1.350 -2.025 5.229
H -0.168 -3.165 5.883
H -0.767 -3.374 4.236
Br -0.761 1.809 -8.179
C -1.030 1.533 -6.333
C -2.003 2.264 -5.662
N -2.241 2.108 -4.366
C -1.497 1.229 -3.696
C -0.503 0.455 -4.278
C -0.280 0.604 -5.645
C 0.277 -0.602 -3.533
O 0.630 -1.583 -4.214
O 0.514 -0.492 -2.290
H -2.611 2.987 -6.192
H -1.725 1.121 -2.647
H 0.470 0.003 -6.139
*
```

calculated total energy = -6167.90648 Ha
energy relative to the best compared isomer or geometry (same formula, charge and spin) = 0.000 eV
M = 855.5 g mol⁻¹
HOMO level = -10.91 eV
LUMO = -3.640 eV

Results of the Mulliken charge analysis, in e, for atoms 1 through 5: -1.05 0.19 0.90 -1.50 -0.16



C29H42F10N7O17PS4 | the ωB97M-V functional and the def2-TZVPD basis

ORCA input file:
```
! wB97M-V def2-TZVPD RIJCOSX def2/J DEFGRID3
* xyz 0 1
C -4.435 1.223 1.171
S -3.401 2.672 1.269
O -3.860 3.611 0.285
O -3.510 3.259 2.572
N -1.761 2.342 0.901
C -1.575 1.143 0.147
C -1.456 -0.100 0.732
C -1.250 -1.246 0.021
C -1.148 -1.144 -1.358
C -0.871 -2.440 -2.142
C 0.648 -2.489 -2.394
C 1.161 -3.805 -2.966
F 0.332 -4.083 -4.037
F 2.382 -3.688 -3.517
C 1.046 -5.071 -2.079
F 1.603 -6.081 -2.775
F -0.227 -5.439 -1.907
S 1.871 -5.029 -0.381
F 3.015 -6.033 -0.855
F 1.007 -6.309 0.038
F 0.736 -4.079 0.183
F 2.821 -3.822 -0.771
F 2.514 -5.033 1.063
C -1.253 0.079 -2.016
C -1.143 0.166 -3.542
C 0.286 0.570 -4.038
C 0.404 2.091 -4.369
S 1.930 2.695 -3.516
C -1.470 1.201 -1.218
F -1.604 2.408 -1.777
S -1.556 -0.130 2.518
C -0.667 1.379 2.900
C 0.198 1.455 3.970
C 0.489 0.304 4.924
C -0.765 -0.348 5.575
C -0.751 -1.861 5.371
O -0.468 -2.409 4.320
O -1.102 -2.645 6.445
C 0.860 2.668 4.150
P 2.080 2.902 5.501
N 3.123 1.704 5.467
C 0.641 3.733 3.291
C 1.370 5.069 3.430
O 2.770 4.884 3.083
O 2.870 3.896 2.085
C -0.234 3.627 2.232
O -0.452 4.676 1.387
C -0.889 2.429 2.039
H -5.433 1.580 1.446
H -4.516 0.819 0.159
H -4.150 0.466 1.902
H -1.172 -2.186 0.558
H -1.456 -2.391 -3.061
H -1.252 -3.249 -1.515
H 0.864 -1.747 -3.170
H 1.197 -2.155 -1.510
H -1.854 0.936 -3.863
H -1.432 -0.757 -4.044
H 1.054 0.252 -3.332
H 0.449 0.038 -4.991
H -0.500 2.608 -4.033
H 0.585 2.207 -5.439
H 2.717 1.606 -3.558
H 1.043 -0.453 4.354
H 1.160 0.599 5.730
H -0.741 -0.216 6.661
H -1.684 0.113 5.201
H -0.623 -3.471 6.292
H 1.392 3.024 6.730
H 2.791 4.099 5.298
H 4.053 2.082 5.311
H 1.289 5.463 4.445
H 0.986 5.787 2.704
H 3.619 3.334 2.329
H -0.219 4.404 0.489
C -2.406 6.483 -3.111
N -2.083 5.213 -3.816
O -1.213 4.514 -3.343
O -2.718 4.965 -4.820
H -1.766 6.567 -2.240
H -2.227 7.297 -3.807
H -3.452 6.437 -2.821
C 0.103 -3.452 -7.703
N -0.290 -2.298 -6.850
O -1.211 -2.456 -6.076
O 0.342 -1.270 -6.986
H -0.545 -4.290 -7.470
H -0.012 -3.146 -8.739
H 1.139 -3.686 -7.476
C -1.682 1.236 10.227
N -1.032 1.758 8.995
O 0.164 1.967 9.032
O -1.746 1.937 8.032
H -0.926 1.126 10.996
H -2.440 1.954 10.525
H -2.128 0.277 9.979
C -1.558 -7.230 -3.921
N -2.224 -7.332 -5.249
O -1.513 -7.405 -6.231
O -3.436 -7.334 -5.254
H -0.485 -7.238 -4.070
H -1.880 -6.297 -3.469
H -1.875 -8.083 -3.329
C 6.224 0.721 -1.681
N 5.262 1.709 -2.242
O 4.160 1.774 -1.732
O 5.648 2.381 -3.173
H 5.745 0.198 -0.862
H 6.490 0.035 -2.480
H 7.093 1.273 -1.335
*
```

calculated total energy = -5724.68750 Ha
energy relative to the best compared isomer or geometry (same formula, charge and spin) = 0.000 eV
M = 1109.9 g mol⁻¹
HOMO level = -8.25 eV
LUMO = 0.015 eV
SMILES string = CS(=O)(=O)N1c2c(cc(CCC(F)(F)C(F)(F)S(F)(F)(F)(F)F)c(CCCS)c2F)Sc2c(CCC(=O)O)c([PH2]=N)c(COO)c(O)c21.C[N+](=O)[O-].C[N+](=O)[O-].C[N+](=O)[O-].C[N+](=O)[O-].C[N+](=O)[O-]

Results of the Mulliken charge analysis, in e, for atoms 1 through 5: -0.99 1.31 -0.70 -0.64 0.97